Entry 1:
116
Properties=species:S:1:pos:R:3 method="wB97M-V/def2-TZVPD" energy_ev=-102598.9035 relative_energy_kcal_mol=36.3 homo_lumo_gap_ev=10.91
C -3.415 -0.598 1.743
O -3.239 0.712 2.310
C -4.191 1.100 3.174
O -5.208 0.540 3.456
O -3.715 2.191 3.756
C -4.462 2.833 4.797
H -4.417 -0.986 1.911
H -2.640 -1.190 2.223
H -3.224 -0.687 0.675
H -3.784 3.572 5.218
H -4.626 2.103 5.590
H -5.358 3.263 4.359
C -0.797 0.861 -0.130
O 0.530 0.493 0.186
C 0.740 -0.547 0.975
O -0.093 -1.090 1.660
O 2.018 -0.901 0.857
C 2.357 -2.009 1.700
H -0.669 1.699 -0.820
H -1.277 1.415 0.683
H -1.503 0.173 -0.586
H 1.908 -1.919 2.693
H 3.432 -2.005 1.839
H 1.914 -2.951 1.374
C -0.417 -2.788 -1.226
O -1.727 -3.272 -0.931
C -2.588 -3.544 -1.919
O -2.331 -3.613 -3.082
O -3.754 -3.808 -1.337
C -4.783 -4.370 -2.130
H -0.384 -1.894 -1.851
H 0.142 -3.582 -1.713
H -0.058 -2.577 -0.225
H -5.205 -3.647 -2.826
H -5.521 -4.700 -1.400
H -4.429 -5.267 -2.643
O 2.131 6.406 -2.213
C 2.413 5.448 -1.553
O 1.835 4.226 -1.707
C 2.047 3.418 -0.544
C 3.263 4.116 0.056
O 3.206 5.414 -0.493
H 1.175 3.446 0.112
H 2.201 2.391 -0.868
H 4.152 3.521 -0.156
H 3.155 4.201 1.135
O 2.370 -4.113 -0.927
C 2.937 -3.325 -1.619
O 2.393 -2.162 -2.074
C 3.395 -1.418 -2.730
C 4.624 -2.337 -2.800
O 4.196 -3.455 -2.046
H 3.087 -1.074 -3.720
H 3.523 -0.502 -2.143
H 5.436 -1.763 -2.357
H 4.836 -2.651 -3.819
O 4.940 -3.935 5.275
C 4.370 -4.638 4.518
O 4.259 -4.417 3.155
C 3.747 -5.604 2.617
C 3.430 -6.586 3.732
O 3.905 -5.857 4.865
H 2.820 -5.427 2.054
H 4.318 -6.061 1.801
H 3.953 -7.540 3.700
H 2.352 -6.725 3.822
O 2.515 1.809 2.345
C 1.438 2.054 2.804
O 0.476 2.809 2.259
C -0.531 3.075 3.199
C -0.111 2.276 4.443
O 1.057 1.589 4.011
H -0.683 4.152 3.301
H -1.514 2.677 2.922
H -0.857 1.535 4.732
H 0.132 2.871 5.327
O -2.945 -0.046 -2.603
C -2.782 -0.207 -3.759
O -1.751 -0.863 -4.360
C -2.046 -1.009 -5.739
C -2.919 0.204 -5.991
O -3.582 0.292 -4.731
H -1.164 -0.952 -6.377
H -2.488 -2.000 -5.850
H -3.646 0.117 -6.794
H -2.339 1.111 -6.166
O -2.360 3.154 -1.942
C -1.907 4.236 -1.744
O -1.427 5.065 -2.686
C -0.963 6.279 -2.113
C -1.044 6.015 -0.632
O -1.738 4.774 -0.515
H 0.023 6.551 -2.491
H -1.622 7.076 -2.469
H -1.474 6.876 -0.116
H -0.086 5.885 -0.121
O 2.145 -2.238 5.773
C 1.072 -2.592 5.424
O 0.759 -3.805 4.922
C -0.380 -3.678 4.073
C -1.041 -2.411 4.599
O 0.019 -1.735 5.241
H -0.021 -3.538 3.055
H -1.082 -4.490 4.248
H -1.875 -2.563 5.289
H -1.439 -1.846 3.757
O 3.203 1.232 -4.932
C 2.155 1.793 -4.960
O 1.962 3.113 -5.342
C 0.686 3.447 -4.880
C -0.123 2.172 -4.651
O 0.995 1.285 -4.534
H 0.830 4.054 -3.977
H 0.169 4.114 -5.579
H -0.840 2.021 -5.453
H -0.546 2.251 -3.652

Entry 2:
12
Properties=species:S:1:pos:R:3 method="wB97M-V/def2-TZVPD" energy_ev=-100488.3125 relative_energy_kcal_mol=0.0 homo_lumo_gap_ev=5.37 charge=-2
O -0.181 0.396 -2.887
P 0.480 1.376 -1.988
O -0.334 2.574 -1.471
O 1.935 1.606 -2.186
C 0.576 0.368 -0.366
S 0.838 0.856 1.226
C 0.020 -0.267 2.243
C -0.591 -1.259 1.431
C -0.464 -1.112 0.099
Br -1.402 -2.166 -1.121
H 0.441 -0.414 3.234
H -1.317 -1.957 1.786

Entry 3:
8
Properties=species:S:1:pos:R:3 method="wB97M-V/def2-TZVPD" energy_ev=-11495.5814 relative_energy_kcal_mol=51.1 homo_lumo_gap_ev=10.00
N 0.386 0.638 1.090
Si -0.118 -0.767 0.262
O -0.126 0.416 -1.604
H 1.007 1.188 0.612
H -0.206 1.346 1.539
H 1.148 -1.432 0.022
H -1.336 -1.562 0.353
H -0.755 0.173 -2.274

Entry 4:
95
Properties=species:S:1:pos:R:3 method="wB97M-V/def2-TZVPD" spin_multiplicity=5 energy_ev=-61742.9517 homo_lumo_gap_ev="7.07 / 5.93" s_squared=6.05 charge=+3
C -2.356 0.917 -1.543
C -2.781 -1.252 -0.688
C -3.518 0.881 -2.308
C -4.031 -1.252 -1.357
C -4.392 -0.200 -2.173
H -3.718 1.732 -2.948
H -4.649 -2.136 -1.215
H -5.338 -0.194 -2.709
N -2.004 -0.111 -0.763
P -0.578 2.337 0.105
P -0.543 -2.341 0.494
C -1.440 2.133 -1.535
H -0.666 2.005 -2.310
H -2.019 3.025 -1.809
C -2.261 -2.361 -0.002
H -2.929 -3.217 0.130
C 0.295 -3.328 -0.949
C -0.488 -3.471 2.048
C 0.947 3.456 -0.223
C -1.928 3.315 1.047
C 1.816 -3.147 -0.853
H 2.235 -3.602 0.054
H 2.294 -3.632 -1.721
H 2.082 -2.082 -0.862
C -0.077 -4.817 -0.918
H 0.333 -5.350 -0.052
H -1.166 -4.957 -0.952
H 0.343 -5.297 -1.817
C -0.195 -2.763 -2.284
H 0.300 -3.303 -3.109
H -1.277 -2.892 -2.403
H 0.052 -1.698 -2.376
C 0.953 -3.960 2.278
H 1.656 -3.114 2.285
H 1.008 -4.446 3.266
H 1.284 -4.699 1.539
C -0.908 -2.676 3.291
H -0.209 -1.856 3.507
H -1.926 -2.281 3.200
H -0.901 -3.361 4.156
C -1.479 -4.639 1.942
H -1.268 -5.335 1.127
H -1.423 -5.211 2.882
H -2.503 -4.270 1.832
C -1.402 3.545 2.476
H -2.154 4.125 3.033
H -1.251 2.599 3.009
H -0.461 4.109 2.493
C -3.253 2.527 1.096
H -3.765 2.545 0.125
H -3.133 1.488 1.408
H -3.911 3.015 1.834
C -2.287 4.660 0.383
H -3.248 4.998 0.802
H -1.559 5.449 0.591
H -2.419 4.569 -0.702
C 1.286 3.425 -1.718
H 0.493 3.876 -2.331
H 2.211 4.000 -1.888
H 1.468 2.404 -2.061
C 2.119 2.882 0.588
H 2.344 1.850 0.294
H 3.012 3.502 0.404
H 1.907 2.901 1.668
C 0.781 4.933 0.156
H 0.043 5.434 -0.484
H 0.532 5.083 1.213
H 1.747 5.433 -0.025
Ru -0.317 0.010 0.526
C -1.308 0.143 2.047
O -1.847 0.259 3.090
N 1.264 0.261 -1.140
C 1.747 0.022 -2.184
C 2.686 -0.060 -3.351
C 2.183 -1.111 -4.342
C 2.776 1.293 -4.062
C 4.061 -0.447 -2.807
H 2.177 -2.107 -3.880
H 1.165 -0.864 -4.674
H 2.835 -1.144 -5.226
H 3.234 2.045 -3.408
H 3.403 1.202 -4.960
H 1.782 1.638 -4.376
H 4.798 -0.494 -3.621
H 4.401 0.303 -2.079
H 4.018 -1.428 -2.314
C 1.250 -0.070 5.272
C 2.233 0.283 4.140
C 1.713 0.007 2.825
N 1.360 -0.230 1.735
H 0.271 0.394 5.107
H 1.622 0.280 6.240
H 1.109 -1.156 5.340
H 2.490 1.352 4.177
H 3.168 -0.282 4.252

Entry 5:
18
Properties=species:S:1:pos:R:3 method="wB97M-V/def2-TZVPD" energy_ev=-27682.3458 relative_energy_kcal_mol=4.1 homo_lumo_gap_ev=8.62
N -2.123 1.636 -1.294
P -0.557 0.969 -1.411
N 0.252 2.343 -0.808
N -0.753 0.020 0.011
P 0.354 -0.942 0.610
N -0.275 -1.500 2.041
N 0.795 -2.289 -0.366
N 1.884 -0.407 1.188
H -2.705 0.877 -1.178
H -2.471 2.103 -2.199
H -0.072 3.239 -1.153
H 0.035 2.200 0.260
H 0.138 -2.468 2.172
H -1.268 -1.400 2.181
H 1.799 -2.484 -0.443
H 0.466 -1.885 -1.311
H 1.812 0.626 1.147
H 2.690 -0.639 0.553

Entry 6:
73
Properties=species:S:1:pos:R:3 method="wB97M-V/def2-TZVPD" energy_ev=-95432.2868 relative_energy_kcal_mol=9.8 homo_lumo_gap_ev=5.41 charge=-2
Ba -0.205 -0.376 -0.752
C 2.938 -3.438 1.575
C 1.979 -3.294 2.761
C 2.360 -2.049 3.567
C 0.521 -3.285 2.322
C 0.099 -3.977 1.188
C -1.220 -3.941 0.759
C -2.192 -3.244 1.469
C -3.615 -3.227 0.979
C -1.782 -2.558 2.610
C -0.455 -2.572 3.023
H 3.972 -3.389 1.927
H 2.784 -2.634 0.854
H 2.812 -4.385 1.052
H 2.121 -4.169 3.410
H 2.164 -1.145 2.984
H 3.425 -2.070 3.804
H 1.817 -1.976 4.511
H 0.810 -4.502 0.567
H -1.474 -4.428 -0.175
H -4.003 -4.244 0.890
H -3.664 -2.775 -0.019
H -4.268 -2.677 1.661
H -2.516 -2.004 3.190
H -0.184 -2.016 3.912
S -1.428 -4.315 -4.916
Sb -0.791 -2.556 -3.624
S 0.774 -3.130 -1.956
S -2.596 -1.534 -2.442
S 0.245 -0.696 -4.642
N 0.797 2.114 -3.380
C -0.167 2.834 -2.792
N -0.309 4.122 -3.133
C -1.294 4.756 -2.517
N -1.449 6.085 -2.804
N -2.181 4.215 -1.681
C -1.956 2.926 -1.419
N -0.960 2.204 -1.894
C -2.960 2.259 -0.548
C -4.220 2.830 -0.395
C -5.168 2.153 0.351
C -4.832 0.936 0.920
C -3.554 0.448 0.711
N -2.640 1.087 -0.009
H 1.250 2.590 -4.144
H 0.588 1.107 -3.573
H -0.642 6.537 -3.197
H -1.997 6.605 -2.142
H -4.432 3.777 -0.867
H -6.161 2.565 0.478
H -5.542 0.362 1.500
H -3.252 -0.509 1.122
C 3.801 -0.664 -3.526
N 3.979 0.178 -2.338
C 4.246 1.598 -2.553
C 3.245 -0.124 -1.280
N 2.629 -0.411 -0.344
H 4.728 -0.648 -4.102
H 2.961 -0.330 -4.140
H 3.569 -1.682 -3.217
H 5.208 1.706 -3.056
H 4.264 2.116 -1.595
H 3.464 2.055 -3.163
N -0.144 1.164 3.554
C 0.561 1.492 2.428
O 0.319 0.887 1.370
C 1.545 2.532 2.533
C 2.260 2.909 1.377
N 2.851 3.228 0.435
C 1.770 3.160 3.768
N 1.909 3.623 4.822
H -0.660 0.303 3.502
H 0.147 1.512 4.451

Entry 7:
50
Properties=species:S:1:pos:R:3 method="wB97M-V/def2-TZVPD" spin_multiplicity=4 energy_ev=-46646.3177 homo_lumo_gap_ev="6.31 / 4.11" s_squared=3.87 charge=+4
C 0.423 2.462 -1.381
N 0.618 1.222 -1.939
N 0.856 1.385 -3.302
C 0.756 2.692 -3.583
C 0.494 3.398 -2.408
B 1.093 0.125 -4.209
N 2.188 -0.741 -3.513
N 2.088 -1.039 -2.172
C 3.101 -1.875 -1.852
C 3.852 -2.120 -3.002
C 3.257 -1.388 -4.024
Re 0.043 -0.581 -1.275
N -0.208 -0.738 -4.196
N -0.622 -1.282 -2.957
C -1.872 -1.862 -3.170
C -2.202 -1.712 -4.503
C -1.155 -1.002 -5.102
H -2.414 -2.294 -2.341
H -1.027 -0.680 -6.122
H -3.101 -2.068 -4.972
H 1.414 0.444 -5.315
H 3.498 -1.284 -5.066
H 0.884 3.017 -4.606
H 4.694 -2.783 -3.082
H 0.346 4.459 -2.319
H 3.196 -2.268 -0.849
H 0.259 2.537 -0.318
H -0.393 -2.365 -0.826
C 0.447 -2.447 -0.042
H 1.143 -3.229 -0.346
H 1.045 -1.486 0.158
H -0.051 -2.665 0.904
C -0.704 1.804 7.749
C -1.123 1.429 6.356
C -1.706 0.183 6.104
C -1.992 -0.234 4.798
C -1.667 0.608 3.747
C -1.181 1.890 3.967
C -0.916 2.298 5.275
S -1.620 -0.046 2.012
O -0.166 -0.200 1.843
O -2.447 -1.249 2.008
O -1.480 -0.167 -0.580
H -1.557 1.779 8.432
H 0.053 1.116 8.142
H -0.283 2.810 7.763
H -1.937 -0.490 6.933
H -2.423 -1.214 4.598
H -0.984 2.553 3.124
H -0.521 3.300 5.459

Entry 8:
88
Properties=species:S:1:pos:R:3 method="wB97M-V/def2-TZVPD" spin_multiplicity=2 energy_ev=-176690.3611 homo_lumo_gap_ev="7.16 / 6.00" s_squared=0.76 charge=-1
Zn 0.780 -0.506 0.084
F 2.195 2.013 -0.809
C 2.023 1.159 0.257
F 3.303 0.914 0.682
F 1.512 1.989 1.261
C -2.660 1.461 -0.526
N -1.266 1.669 -0.946
C -1.230 1.739 -2.411
N -2.082 2.811 -2.937
C -3.450 2.564 -2.473
N -3.546 2.524 -1.013
C -3.060 3.801 -0.489
N -1.685 4.074 -0.901
C -0.836 2.976 -0.422
C -1.629 4.080 -2.362
H -2.698 1.432 0.566
H -3.019 0.507 -0.911
H -1.581 0.790 -2.825
H -0.198 1.908 -2.726
H -3.789 1.607 -2.875
H -4.099 3.360 -2.848
H -3.099 3.774 0.602
H -3.713 4.601 -0.850
H -0.874 2.946 0.668
H 0.187 3.167 -0.738
H -0.598 4.262 -2.674
H -2.261 4.887 -2.744
C 0.085 5.072 8.086
C -0.080 4.022 7.019
C 1.004 3.566 6.282
C 0.854 2.603 5.289
C 2.067 2.171 4.510
C -0.406 2.059 5.008
Te -0.814 0.654 3.253
N -0.566 -0.686 1.404
C -1.742 -1.283 1.422
O -2.480 -1.249 2.455
C -2.266 -2.088 0.254
C -1.861 -1.895 -1.063
C -2.357 -2.681 -2.090
C -3.280 -3.678 -1.816
C -3.717 -3.860 -0.512
C -3.220 -3.069 0.512
C -0.165 -0.931 4.513
C -1.001 -1.255 5.576
C -0.669 -2.262 6.466
C 0.516 -2.959 6.296
C 1.355 -2.637 5.242
C 1.039 -1.628 4.332
C 2.013 -1.343 3.226
C -1.503 2.508 5.760
C -2.910 1.974 5.583
C -1.323 3.476 6.747
H 1.094 5.484 8.069
H -0.096 4.649 9.077
H -0.624 5.889 7.941
H 1.991 3.975 6.477
H 2.988 2.455 5.019
H 2.066 2.626 3.518
H 2.063 1.090 4.383
H -1.176 -1.097 -1.309
H -2.013 -2.516 -3.104
H -3.663 -4.298 -2.617
H -4.448 -4.629 -0.293
H -3.564 -3.195 1.530
H -1.930 -0.712 5.704
H -1.330 -2.501 7.290
H 0.791 -3.753 6.979
H 2.280 -3.182 5.104
H 2.933 -1.913 3.353
H 2.266 -0.286 3.159
H 1.586 -1.635 2.271
H -2.996 1.339 4.704
H -3.621 2.797 5.494
H -3.200 1.388 6.459
H -2.189 3.813 7.312
Se 1.837 -2.433 -1.145
C 2.570 -3.469 0.300
C 1.735 -3.990 1.287
C 2.261 -4.757 2.316
C 3.624 -5.013 2.376
C 4.456 -4.505 1.386
C 3.934 -3.742 0.351
H 0.672 -3.782 1.249
H 1.603 -5.151 3.082
H 4.035 -5.602 3.187
H 5.522 -4.698 1.430
H 4.583 -3.343 -0.418